ORCA calculation (ωB97M-V with the def2-TZVPD basis set) on C8H11F6N4O16S6Y as an isolated structure in a non-equilibrium geometry.

Kohn-Sham gap   0.1972 Eh
LUMO   2.93 eV
Net charge   -2
2S+1   1

The geometry in XYZ format:
```
52
Properties=species:S:1:pos:R:3:forces:R:3:lowdin_charge:R:1
Y -0.67774 -2.26477 28.12186 -6.1 -3.8 3.1 1.578
N -0.47188 -2.08671 25.87928 -0.7 -0.8 -4.4 -0.406
S -0.41279 -0.77822 24.97640 0.9 5.1 1.2 0.472
O -1.48463 -0.41198 24.11419 -0.4 -1.4 -0.2 -0.246
O 0.88654 -0.36654 24.56312 0.2 -0.9 -0.1 -0.253
F -0.67668 0.23529 26.22087 0.1 -0.5 0.2 -0.222
S -0.69621 -3.22392 24.63474 -0.6 -2.9 2.8 0.511
O 0.29391 -3.21183 23.63633 0.6 0.9 -0.9 -0.230
O -2.05227 -3.49273 24.34853 -0.3 0.7 -0.4 -0.222
F -0.28217 -4.43249 25.55082 0.1 0.0 0.2 -0.157
N 1.41465 -1.92940 28.86422 5.6 0.7 0.0 -0.369
S 2.89518 -2.20827 28.01924 -2.4 -3.3 -4.2 0.523
O 3.57381 -3.41417 28.29431 0.1 -0.1 1.1 -0.218
O 3.59405 -1.09608 27.53541 0.8 1.9 0.8 -0.215
F 2.05151 -2.60257 26.71091 -0.1 -0.2 0.1 -0.216
S 2.19299 -1.14261 30.01208 -2.6 1.2 7.2 0.455
O 2.24314 0.27406 29.87653 -0.1 0.1 -0.9 -0.259
O 3.23999 -1.76669 30.75611 1.8 -0.5 -2.2 -0.240
F 1.13115 -1.41943 31.18361 -1.1 0.9 -1.0 -0.184
N -2.84061 -4.08604 31.42844 1.5 1.5 1.6 -0.235
S -2.30697 -2.56504 31.66879 -2.6 0.7 -1.6 0.529
O -1.51598 -2.09008 30.57516 0.8 0.1 -0.2 -0.367
O -2.04102 -2.02635 32.96412 0.8 -0.7 0.2 -0.276
F -3.71736 -1.85498 31.41175 0.0 0.1 -0.5 -0.197
S -2.45996 -4.79022 32.79302 0.5 -2.4 0.8 0.439
O -3.41833 -4.71879 33.83772 -1.1 0.4 0.5 -0.304
O -1.09769 -4.70304 33.20978 0.6 0.2 -0.3 -0.306
F -2.58497 -6.32894 32.35556 -0.2 0.4 -0.5 -0.208
C -3.84415 -2.12173 27.31763 -0.3 -0.6 0.0 -0.335
O -2.98106 -2.75075 28.19353 1.9 1.5 -0.5 -0.427
H -4.70344 -1.57898 27.76731 0.4 0.2 0.4 0.052
H -3.33604 -1.39414 26.65316 -0.3 0.0 -0.3 0.043
H -4.36270 -2.90215 26.72706 0.2 0.3 -0.5 0.060
C 0.02679 -5.10546 29.43836 -0.1 0.3 -0.9 -0.312
O -1.14718 -4.50542 28.97529 1.2 1.7 -0.9 -0.434
H 0.80307 -4.31843 29.43100 0.7 -0.7 0.4 0.026
H 0.00792 -5.57548 30.43524 -0.4 0.4 0.2 0.058
H 0.34093 -5.92914 28.76372 0.2 0.2 0.0 0.053
C -0.53426 4.37671 31.08332 0.3 -0.3 -0.1 -0.081
C 0.30311 3.57945 30.32185 -0.3 0.0 0.3 -0.057
C -0.16006 2.37365 29.80519 1.0 0.7 -0.2 0.017
C -1.47420 2.03253 30.00925 0.1 0.2 0.2 -0.122
C -2.33666 2.84404 30.72601 -1.0 0.1 -0.7 0.001
C -1.87712 4.02696 31.24203 1.0 1.0 0.3 -0.077
N -1.97966 0.78212 29.46409 0.3 -1.1 0.4 -0.288
O -3.11109 0.44701 29.63474 -0.6 0.5 0.0 0.160
O -1.14371 0.06525 28.92388 0.7 0.0 -0.7 -0.055
H -0.10826 5.24516 31.57086 -0.3 0.2 -0.1 0.100
H 1.32332 3.87920 30.12660 0.1 -0.1 0.1 0.110
H 0.60142 1.81801 29.28095 -0.5 -0.6 -0.2 0.103
H -3.39433 2.61435 30.70913 0.1 -0.2 0.3 0.124
H -2.46892 4.78616 31.73664 -0.5 -0.5 0.1 0.102
```
Forces are in eV/Å.

***

ORCA calculation (ωB97M-V with the def2-TZVPD basis set) on C8H11HgN5O as an isolated structure in a non-equilibrium geometry.

Kohn-Sham gap (alpha / beta)   0.3428 / 0.2454 Eh
LUMO (alpha / beta)   -2.64 / -5.70 eV
Net charge   +1
2S+1   2
⟨S²⟩   0.754

The geometry in XYZ format:
```
26
Properties=species:S:1:pos:R:3:forces:R:3:mulliken_spin:R:1
Hg -0.78838 -1.39381 -1.80317 0.2 0.7 0.5 0.840
C -1.51408 0.77839 2.99593 -0.4 0.5 0.0 -0.001
N -0.69588 -0.33061 2.55723 0.0 -0.1 -0.3 0.012
C 0.15912 -0.97041 3.37473 0.5 -0.5 -0.1 0.000
C 0.98872 -1.94481 2.92063 0.0 0.0 0.0 0.001
C 0.92742 -2.26491 1.53363 -0.5 0.6 0.4 -0.001
N 0.04562 -1.64541 0.76453 0.1 -0.3 -1.1 0.049
C -0.77948 -0.67501 1.21043 0.4 -0.3 0.6 0.026
O -1.57198 -0.09901 0.48143 -0.3 0.2 -0.7 0.024
N 1.72932 -3.16361 0.96833 0.2 -0.3 -0.2 -0.004
H -1.52578 0.83019 4.08153 0.0 0.0 0.0 0.000
H -2.52388 0.64539 2.61033 0.0 0.0 0.1 0.000
H -1.11818 1.70609 2.57873 -0.1 0.0 0.1 0.000
H 0.15912 -0.66991 4.41313 0.0 0.1 0.0 0.000
H 1.67502 -2.45311 3.57283 0.1 0.0 0.2 0.000
H 2.44692 -3.63631 1.48883 -0.1 0.0 0.0 -0.001
H 1.65812 -3.33261 -0.02377 0.0 0.0 0.2 0.000
N 0.76892 1.12279 -4.04937 0.1 0.1 -0.2 -0.002
C 0.62782 2.37409 -4.51627 -0.2 0.3 0.1 0.001
C -0.33398 2.98549 -3.74147 0.1 0.0 -0.2 0.005
C -0.73008 2.01489 -2.81887 0.3 0.0 -0.3 -0.004
N -0.04298 0.90109 -3.01467 -0.3 -1.3 0.8 0.051
H 1.40152 0.40909 -4.38167 -0.2 0.1 0.1 -0.001
H 1.19962 2.74339 -5.34357 0.1 0.0 -0.1 0.000
H -0.69778 3.98769 -3.81827 -0.1 0.2 -0.1 0.000
H -1.46468 2.08089 -2.04107 -0.1 -0.1 0.2 0.003
```
Forces are in eV/Å.

***

ORCA calculation (ωB97M-V with the def2-TZVPD basis set) on a 2-piece molecular cluster, C8H11IN2O2 overall.

SMILES   [H]/N=C(C)\C=C(/O)NC(C)=O.C#CI
Kohn-Sham gap   0.3102 Eh
LUMO   0.17 eV
Net charge   0
2S+1   1

The geometry in XYZ format:
```
24
Properties=species:S:1:pos:R:3:forces:R:3:lowdin_charge:R:1
C -0.45960 -1.58844 2.76075 -0.3 0.2 -0.1 -0.029
C -1.32779 -0.90197 2.29987 -0.6 0.3 -0.3 -0.793
C 0.56285 2.47967 0.67563 -0.1 0.0 -0.2 -0.459
C -0.07836 -1.90671 -1.57365 0.2 -0.2 0.3 -0.479
C 0.21861 0.35136 -0.62263 0.3 0.2 0.6 -0.376
C 0.00385 3.34811 -0.40682 0.0 0.2 0.0 -0.048
C 0.08390 -3.36658 -1.23587 -0.1 0.0 -0.2 0.019
C 0.62024 1.04128 0.46812 0.1 -0.3 -0.3 -0.053
N 0.95985 3.05451 1.73581 0.1 0.6 0.5 0.116
N 0.32647 -1.05375 -0.59547 0.1 0.2 0.0 0.153
O -0.55375 -1.51818 -2.62898 -0.1 0.0 -0.3 0.063
O -0.28564 0.89514 -1.72313 -0.1 -0.2 -0.3 0.084
I -2.80746 0.20782 1.49644 0.5 -0.3 0.3 0.931
H 0.29002 -2.17492 3.20586 0.4 -0.3 0.2 0.020
H -0.52633 0.17316 -2.35669 0.1 0.0 0.2 0.096
H -0.99474 3.01989 -0.68262 -0.1 0.0 -0.1 0.073
H 0.63068 3.28129 -1.29260 0.0 0.0 -0.2 0.083
H -0.02604 4.37446 -0.05618 0.0 0.0 0.0 0.076
H -0.84507 -3.72296 -0.79133 0.0 0.0 0.1 0.095
H 0.25805 -3.93148 -2.14842 0.0 0.0 0.0 0.090
H 0.89768 -3.53068 -0.53500 0.0 -0.1 0.1 0.080
H 1.02908 0.46874 1.29028 0.0 -0.1 0.0 0.096
H 1.34265 2.43401 2.44633 -0.1 -0.3 -0.2 0.040
H 0.68086 -1.43377 0.27032 -0.1 0.0 -0.1 0.123
```
Forces are in eV/Å.

***

ORCA calculation (ωB97M-V with the def2-TZVPD basis set) on an isolated ion of composition C8H11IN4 and charge +2 in a non-equilibrium geometry.

Kohn-Sham gap (alpha / beta)   0.2359 / 0.2181 Eh
LUMO (alpha / beta)   -10.27 / -10.18 eV
Net charge   +2
2S+1   1

The geometry in XYZ format:
```
24
Properties=species:S:1:pos:R:3:forces:R:3:lowdin_charge:R:1
C 1.43473 -3.33235 -0.09418 2.8 -0.7 0.4 0.044
C 0.51872 -2.89700 -1.00908 -0.5 1.2 0.7 -0.019
C 2.09435 -2.40656 0.76307 -1.5 0.7 -1.0 0.003
C 0.09962 -1.59300 -0.98336 2.0 0.5 0.3 0.054
C 1.86542 -1.05990 0.61776 0.1 -0.9 0.9 -0.033
C 0.82669 -0.58468 -0.23593 0.4 -2.1 0.8 -0.134
C 0.30970 0.67527 -0.01205 2.4 3.4 2.0 -0.177
C -3.10721 1.53618 -0.98623 -1.2 2.0 -0.4 0.028
N -0.94657 0.83467 -0.36488 -0.2 -0.8 -1.5 0.149
N 1.08902 1.80987 0.73860 -2.9 -2.7 -1.8 -0.454
N 0.08944 2.58228 1.31528 2.1 2.4 0.9 0.001
N -1.86894 1.60866 -0.23887 -1.4 4.0 2.9 0.005
I 3.17541 2.28091 0.61260 -1.6 -0.2 0.0 1.056
H 1.93486 -4.31584 -0.15341 -1.0 0.2 0.2 0.152
H 0.05826 -3.46655 -1.75135 -0.4 -1.4 -0.8 0.118
H 2.67300 -2.68451 1.60235 0.8 -0.7 0.3 0.120
H -0.58435 -1.38269 -1.73702 -1.3 1.1 -0.9 0.109
H 2.38033 -0.51095 1.40340 -0.3 0.7 -0.6 0.083
H -3.85516 0.94277 -0.47998 0.0 -0.3 0.3 0.113
H -3.56862 2.58682 -1.17251 1.1 -1.6 0.7 0.157
H -2.87540 1.14331 -1.92664 0.1 -0.9 -1.4 0.082
H -0.34154 2.15708 2.17635 0.9 0.5 -0.8 0.160
H 0.47241 3.59370 1.45524 -1.2 -2.3 0.1 0.161
H -1.87415 2.48253 0.46078 0.8 -2.2 -1.4 0.222
```
Forces are in eV/Å.

***

ORCA calculation (ωB97M-V with the def2-TZVPD basis set) on C8H11N as an isolated structure in a non-equilibrium geometry.

Kohn-Sham gap   0.3388 Eh
LUMO   0.23 eV
Net charge   0
2S+1   1
ΔE to the lowest compared entry with this formula, charge and spin   4.206 eV

The geometry in XYZ format:
```
20
Properties=species:S:1:pos:R:3:forces:R:3:lowdin_charge:R:1
C -2.65111 1.30871 -0.31587 0.6 -0.2 1.2 -0.123
C -1.44220 0.35884 -0.68195 0.0 4.0 -1.5 -0.167
C -0.94892 -0.75404 -0.10668 -0.5 0.4 0.0 -0.341
C -1.78107 -1.65316 0.81970 -1.3 -2.8 1.4 -0.082
C 0.44962 -1.10371 -0.41997 1.7 -0.9 -0.8 -0.025
C 1.52404 -0.25173 -0.22751 -3.6 -2.9 -0.9 -0.344
C 2.94899 -0.63176 -0.27413 0.5 -2.6 6.5 -0.066
C 1.25971 1.06026 0.25023 0.9 4.4 2.9 -0.217
H -3.44536 0.57639 -0.18302 -0.7 0.5 0.7 0.010
H -2.28159 1.84146 0.90703 -1.6 -1.2 -4.2 0.185
H -3.07051 2.02309 -1.25176 1.8 -1.6 3.0 0.120
H -0.94132 1.03453 -1.51809 0.2 -2.3 1.8 0.136
H -1.75280 -2.86197 0.58277 0.7 3.1 0.5 0.124
H -2.83873 -1.51094 0.60440 -0.1 0.4 -0.3 0.034
H -1.84304 -1.59239 2.02484 1.1 0.3 -2.8 0.118
H 0.64109 -2.15800 -0.88514 -0.1 1.9 1.3 0.150
H 3.31573 -1.83172 -0.03215 -1.6 3.5 -1.2 0.163
H 3.41956 -0.18335 -1.04725 2.0 1.2 -2.3 0.021
H 3.20268 -0.08077 0.79631 0.6 -1.4 -2.8 0.140
N 1.34856 2.10617 0.81988 -0.7 -3.8 -2.4 0.163
```
Forces are in eV/Å.

***

ORCA calculation (ωB97M-V with the def2-TZVPD basis set) on an isolated ion of composition C8H11N2 and charge +1 in a non-equilibrium geometry.

SMILES   C1=C/C[NH2+]\C=N/C=C\C=C\1
Kohn-Sham gap   0.3355 Eh
LUMO   -3.90 eV
Net charge   +1
2S+1   1
ΔE to the lowest compared entry with this formula, charge and spin   4.121 eV

The geometry in XYZ format:
```
21
Properties=species:S:1:pos:R:3:forces:R:3:lowdin_charge:R:1
C -2.20485 -0.15696 0.55309 -1.7 -1.1 -0.4 -0.093
C -1.41055 0.83820 -0.12467 -1.1 0.3 -3.4 -0.138
C 1.70017 1.22540 -0.53258 1.5 -1.8 0.3 -0.078
C 0.62576 1.95246 -0.53388 -0.5 -1.3 2.1 -0.074
C -2.18654 -1.41737 0.04127 -0.7 0.0 2.4 -0.100
C 1.98644 -0.10039 0.14532 -0.3 0.7 2.1 -0.073
C -0.49347 1.65041 0.34892 -0.2 -0.8 -2.1 -0.089
C 0.03625 -1.49696 -0.65784 1.1 -0.8 -0.5 -0.097
N -1.15028 -1.80095 -0.84340 -1.0 0.1 0.4 0.113
N 0.74340 -0.92003 0.57861 -0.2 0.6 -1.5 0.105
H -2.97978 0.08514 1.28792 0.3 0.0 -0.3 0.125
H -1.55954 0.80444 -1.32431 0.7 -0.1 2.8 0.195
H 2.58568 1.54948 -1.05961 0.0 0.1 -0.4 0.124
H 0.67300 2.75091 -1.11633 -0.2 3.8 -2.4 0.081
H -2.97904 -2.15779 0.45695 1.9 0.9 -1.3 0.159
H 2.46216 -0.71582 -0.60844 0.6 -0.3 0.4 0.115
H 2.57789 0.08359 1.13711 -0.7 -0.7 -2.0 0.177
H -0.36366 1.75673 1.35523 0.4 0.5 2.8 0.103
H 0.81754 -1.81622 -1.36693 -0.4 0.3 0.2 0.150
H 1.00639 -1.73027 1.10104 0.7 -0.7 0.6 0.167
H 0.11304 -0.38399 1.16253 -0.3 0.3 0.0 0.127
```
Forces are in eV/Å.